No. 1
Formula: C4H7NO
Source: OMol25
Level of theory: ωB97M-V/def2-TZVPD

Bonds (Å) are listed after each position.
Geometry (Å):
1 C -0.3684 1.0082 -1.4353  C2 1.501, H7 1.089, H8 1.096, H9 1.089
2 C -0.4723 0.0690 -0.2688  C1 1.501, C3 1.486, O6 1.420, H10 1.096
3 C 0.8662 -0.3006 0.2609  C2 1.486, N4 1.252, H11 1.068
4 N 0.9332 -1.2862 1.0301  C3 1.252, C5 1.210
5 C 0.6552 -2.3114 1.6102  N4 1.210, H13 1.074
6 O -1.2037 0.6604 0.7948  C2 1.420, H12 0.977
7 H -1.3689 1.2966 -1.7545  C1 1.089
8 H 0.2047 1.8986 -1.1521  C1 1.096
9 H 0.1391 0.5210 -2.2670  C1 1.089
10 H -1.0318 -0.8314 -0.5460  C2 1.096
11 H 1.8019 0.1591 0.0277  C3 1.068
12 H -0.5954 1.3849 1.0384  O6 0.977
13 H 0.4402 -2.2683 2.6617  C5 1.074

Largest force on an atom = 1.32 eV Å⁻¹
Molecular weight = 85.11 g/mol


No. 2
Formula: C18H24N2O5
Source: OMol25
Level of theory: ωB97M-V/def2-TZVPD

Bonds (Å) are listed after each position.
Geometry (Å):
1 C -3.3747 -3.1891 -1.5997  O2 1.406, H26 1.089, H27 1.095, H28 1.094
2 O -3.9575 -2.1875 -0.8033  C1 1.406, C3 1.360
3 C -3.1394 -1.2767 -0.2116  O2 1.360, C4 1.385, C21 1.407
4 C -1.7560 -1.2918 -0.2656  C3 1.385, C5 1.395, H29 1.079
5 C -1.0023 -0.2881 0.3431  C4 1.395, C6 1.459, C19 1.390
6 C 0.4543 -0.3428 0.2713  C5 1.459, C7 1.343, H30 1.082
7 C 1.2738 0.7065 0.0963  C6 1.343, N8 1.396, C12 1.503
8 N 0.8413 2.0060 -0.1752  C7 1.396, C9 1.370, H31 1.018
9 C -0.1216 2.3471 -1.0877  N8 1.370, C10 1.512, O11 1.208
10 C -0.2289 3.8428 -1.2779  C9 1.512, H32 1.088, H33 1.087, H34 1.086
11 O -0.8087 1.5390 -1.6665  C9 1.208
12 C 2.7706 0.6790 0.2275  C7 1.503, O13 1.224, N14 1.343
13 O 3.3708 1.7367 0.3639  C12 1.224
14 N 3.3613 -0.5262 0.1923  C12 1.343, C15 1.465, H35 1.006
15 C 4.8009 -0.7686 0.3187  N14 1.465, C16 1.530, C17 1.528, C18 1.531
16 C 5.2821 -0.2445 1.6735  C15 1.530, H36 1.086, H37 1.086, H38 1.088
17 C 5.0118 -2.2791 0.2292  C15 1.528, H39 1.088, H40 1.086, H41 1.088
18 C 5.5397 -0.0604 -0.8198  C15 1.531, H42 1.088, H43 1.086, H44 1.086
19 C -1.6540 0.7085 1.0602  C5 1.390, C20 1.382, H45 1.079
20 C -3.0329 0.7178 1.1546  C19 1.382, C21 1.382, H46 1.078
21 C -3.7781 -0.2558 0.5162  C3 1.407, C20 1.382, O22 1.387
22 O -5.1610 -0.3404 0.5867  C21 1.387, C23 1.341
23 C -5.9501 0.7432 0.6027  O22 1.341, C24 1.508, O25 1.201
24 C -7.3926 0.3129 0.6951  C23 1.508, H47 1.088, H48 1.086, H49 1.086
25 O -5.5734 1.8825 0.5582  C23 1.201
26 H -4.2069 -3.7605 -2.0080  C1 1.089
27 H -2.7375 -3.8547 -1.0077  C1 1.095
28 H -2.7917 -2.7599 -2.4205  C1 1.094
29 H -1.2399 -2.0605 -0.8189  C4 1.079
30 H 0.8750 -1.3331 0.3855  C6 1.082
31 H 1.5643 2.6891 0.0425  N8 1.018
32 H 0.6865 4.2298 -1.7211  C10 1.088
33 H -0.3856 4.3299 -0.3186  C10 1.087
34 H -1.0651 4.0601 -1.9354  C10 1.086
35 H 2.7882 -1.3323 0.0083  N14 1.006
36 H 6.3467 -0.4272 1.7883  C16 1.086
37 H 5.0992 0.8238 1.7392  C16 1.086
38 H 4.7501 -0.7409 2.4822  C16 1.088
39 H 4.6634 -2.6598 -0.7290  C17 1.088
40 H 6.0687 -2.5118 0.3240  C17 1.086
41 H 4.4767 -2.7892 1.0279  C17 1.088
42 H 5.1883 -0.4230 -1.7835  C18 1.088
43 H 6.6078 -0.2431 -0.7438  C18 1.086
44 H 5.3608 1.0092 -0.7624  C18 1.086
45 H -1.0808 1.4715 1.5627  C19 1.079
46 H -3.5328 1.4916 1.7137  C20 1.078
47 H -7.6167 0.0603 1.7297  C24 1.088
48 H -8.0369 1.1280 0.3804  C24 1.086
49 H -7.5568 -0.5682 0.0823  C24 1.086

SMILES string = COc1cc(/C=C(\NC(C)=O)C(=O)NC(C)(C)C)ccc1OC(C)=O
Largest force on an atom = 0.76 eV Å⁻¹
Molecular weight = 348.40 g/mol


No. 3
Formula: C5H7NS
Source: OMol25
Level of theory: ωB97M-V/def2-TZVPD

Bonds (Å) are listed after each position.
Geometry (Å):
1 N 1.8606 0.1434 0.5812  C2 1.437, H8 1.046, H9 1.094
2 C 0.7272 0.1315 -0.3028  N1 1.437, C3 1.465, C7 1.520, H10 1.034
3 C -0.1312 1.3150 -0.2083  C2 1.465, C4 1.376, H11 1.041
4 C -1.4888 1.3786 0.0067  C3 1.376, S5 1.748, H12 1.041
5 S -2.4932 -0.0361 0.2215  C4 1.748, C6 1.742
6 C -1.3005 -1.2908 0.0285  S5 1.742, C7 1.325, H13 1.124
7 C -0.0166 -1.1940 -0.2845  C2 1.520, C6 1.325, H14 1.061
8 H 1.6795 -0.3408 1.4905  N1 1.046
9 H 2.7652 -0.3728 0.2475  N1 1.094
10 H 1.2011 0.2040 -1.2195  C2 1.034
11 H 0.4473 2.1775 -0.2866  C3 1.041
12 H -2.0179 2.2661 0.1365  C4 1.041
13 H -1.7589 -2.3121 0.1292  C6 1.124
14 H 0.5261 -2.0695 -0.5400  C7 1.061

SMILES string = NC1C=CSC=C1
Largest force on an atom = 3.83 eV Å⁻¹
Molecular weight = 113.18 g/mol


No. 4
Formula: C7H8ClN2O2P
Source: OMol25
Level of theory: ωB97M-V/def2-TZVPD

Bonds (Å) are listed after each position.
Geometry (Å):
1 H 0.9867 -1.5746 1.3772  N2 1.010
2 N 0.5465 -1.9159 0.5350  H1 1.010, C3 1.287
3 C 0.0345 -0.8950 -0.0582  N2 1.287, N4 1.395, C9 1.469
4 N -0.6979 -1.1316 -1.2217  C3 1.395, P5 1.678, H15 1.010
5 P -0.6352 -2.6767 -1.8723  N4 1.678, O6 1.483, O7 1.634, Cl8 1.986
6 O -1.5398 -2.7932 -3.0421  P5 1.483
7 O -0.9072 -3.7296 -0.6529  P5 1.634, H16 0.911
8 Cl 1.2569 -3.0669 -2.3318  P5 1.986
9 C 0.1277 0.4958 0.4070  C3 1.469, C10 1.379, C14 1.398
10 C 1.2779 0.9093 1.0455  C9 1.379, C11 1.363, H17 1.019
11 C 1.3375 2.2190 1.4169  C10 1.363, C12 1.389, H18 1.057
12 C 0.2573 3.0799 1.2664  C11 1.389, C13 1.444, H19 1.122
13 C -0.8905 2.6757 0.4889  C12 1.444, C14 1.377, H20 1.097
14 C -0.8579 1.3937 -0.0120  C9 1.398, C13 1.377, H21 1.007
15 H -1.4811 -0.5793 -1.5396  N4 1.010
16 H -0.3855 -3.5451 0.0713  O7 0.911
17 H 2.0769 0.2929 1.1843  C10 1.019
18 H 2.2935 2.4258 1.8183  C11 1.057
19 H 0.5759 4.0930 1.6274  C12 1.122
20 H -1.7806 3.2080 0.1304  C13 1.097
21 H -1.5958 1.1147 -0.6381  C14 1.007

SMILES string = [H]/N=C(/N[P@](=O)(O)Cl)c1ccccc1
Largest force on an atom = 5.20 eV Å⁻¹
Molecular weight = 218.58 g/mol


No. 5
Formula: C4H7NO
Source: OMol25
Level of theory: ωB97M-V/def2-TZVPD

Bonds (Å) are listed after each position.
Geometry (Å):
1 C 0.4274 -1.0910 -0.1390  N2 1.267, C6 1.528, H7 1.238, H8 1.002
2 N 1.0197 -0.0868 -0.6356  C1 1.267, C3 1.259, H9 1.015
3 C 0.5643 0.9774 -0.1407  N2 1.259, C4 1.645, H10 1.105, H11 1.212
4 C -1.0643 0.7994 0.0079  C3 1.645, O5 1.379, C6 1.514, H12 1.138
5 O -1.6127 -0.0810 -0.9003  C4 1.379, C6 1.428
6 C -1.0008 -0.6959 0.2338  C1 1.528, C4 1.514, O5 1.428, H13 1.089
7 H 0.9149 -1.5659 0.8953  C1 1.238
8 H 0.5421 -1.8503 -0.7820  C1 1.002
9 H 1.9498 -0.0508 -0.2302  N2 1.015
10 H 0.8769 1.3454 0.8528  C3 1.105
11 H 0.8939 2.0393 -0.6242  C3 1.212
12 H -1.6642 1.4337 0.7378  C4 1.138
13 H -1.8470 -1.1733 0.7246  C6 1.089

SMILES string = C1NC[C@H]2O[C@@H]12
Largest force on an atom = 15.01 eV Å⁻¹
Molecular weight = 85.11 g/mol


No. 6
Formula: C13H52N26O13
Source: OMol25
Level of theory: ωB97M-V/def2-TZVPD

Bonds (Å) are listed after each position.
Geometry (Å):
1 C -10.3986 6.9992 14.6695  O2 1.250, N3 1.325, N4 1.255
2 O -10.9071 5.8581 14.7101  C1 1.250
3 N -9.1617 7.3263 15.0127  C1 1.325, H5 1.010, H6 1.010
4 N -10.9535 8.0053 14.1646  C1 1.255, H7 1.010, H8 1.010
5 H -8.6197 6.7993 15.6825  N3 1.010
6 H -8.8757 8.2738 14.8113  N3 1.010
7 H -10.5708 8.9400 14.1714  N4 1.010
8 H -11.8804 7.8036 13.8179  N4 1.010
9 C -7.5410 2.1411 14.8896  O10 1.242, N11 1.271, N12 1.292
10 O -8.2832 3.1371 14.9043  C9 1.242
11 N -6.2705 2.1601 14.8749  C9 1.271, H13 1.010, H14 1.010
12 N -8.0303 0.9459 14.8805  C9 1.292, H15 1.010, H16 1.010
13 H -5.6873 1.3598 15.0734  N11 1.010
14 H -5.8249 3.0400 15.0924  N11 1.010
15 H -7.4767 0.1011 14.8800  N12 1.010
16 H -9.0371 1.0212 14.9077  N12 1.010
17 C -8.4634 6.7478 7.4980  O18 1.222, N19 1.261, N20 1.284
18 O -8.4846 7.7884 6.8569  C17 1.222
19 N -7.8766 5.6960 7.1229  C17 1.261, H21 1.010, H22 1.010
20 N -9.0921 6.5410 8.5982  C17 1.284, H23 1.010, H24 1.010
21 H -7.8470 4.8966 7.7395  N19 1.010
22 H -7.2600 5.7624 6.3258  N19 1.010
23 H -9.7558 7.2466 8.8842  N20 1.010
24 H -8.7978 5.7806 9.1943  N20 1.010
25 C -13.5320 4.1131 12.7364  O26 1.220, N27 1.299, N28 1.278
26 O -14.6527 3.7792 12.3899  C25 1.220
27 N -12.4198 3.7906 12.1481  C25 1.299, H29 1.010, H30 1.010
28 N -13.4358 4.8112 13.8028  C25 1.278, H31 1.010, H32 1.010
29 H -12.3953 3.3401 11.2445  N27 1.010
30 H -11.5817 4.0510 12.6479  N27 1.010
31 H -14.2275 4.9434 14.4158  N28 1.010
32 H -12.5012 5.0422 14.1082  N28 1.010
33 C -11.8647 2.5919 17.0698  O34 1.241, N35 1.291, N36 1.265
34 O -12.2118 1.4958 17.5362  C33 1.241
35 N -11.9748 3.7398 17.6492  C33 1.291, H37 1.010, H38 1.010
36 N -11.3169 2.7693 15.9435  C33 1.265, H39 1.010, H40 1.010
37 H -11.3695 4.5316 17.4858  N35 1.010
38 H -12.6779 3.8468 18.3664  N35 1.010
39 H -11.2102 2.0188 15.2761  N36 1.010
40 H -11.1186 3.7405 15.7496  N36 1.010
41 C -8.9675 5.0863 11.6868  O42 1.251, N43 1.321, N44 1.260
42 O -8.6604 4.6957 10.5391  C41 1.251
43 N -9.5587 4.2563 12.5278  C41 1.321, H45 1.010, H46 1.010
44 N -8.6287 6.2016 12.1651  C41 1.260, H47 1.010, H48 1.010
45 H -9.7620 4.5675 13.4669  N43 1.010
46 H -9.4794 3.3034 12.2027  N43 1.010
47 H -8.1668 6.8745 11.5702  N44 1.010
48 H -9.0833 6.4456 13.0334  N44 1.010
49 C -4.8381 7.4690 8.7986  O50 1.227, N51 1.304, N52 1.321
50 O -4.9165 8.6874 8.6724  C49 1.227
51 N -4.3790 6.6509 7.8930  C49 1.304, H53 1.010, H54 1.010
52 N -5.1800 6.8934 9.9369  C49 1.321, H55 1.010, H56 1.010
53 H -4.2522 7.0546 6.9759  N51 1.010
54 H -4.3195 5.6687 8.1205  N51 1.010
55 H -5.0155 5.9004 10.0204  N52 1.010
56 H -5.6626 7.4516 10.6266  N52 1.010
57 C -11.1887 8.7022 10.4829  O58 1.203, N59 1.291, N60 1.274
58 O -11.5664 7.6162 10.1282  C57 1.203
59 N -11.5862 9.8297 9.9945  C57 1.291, H61 1.010, H62 1.010
60 N -10.2481 8.9229 11.3127  C57 1.274, H63 1.010, H64 1.010
61 H -12.3689 9.9117 9.3614  N59 1.010
62 H -11.2609 10.7237 10.3335  N59 1.010
63 H -10.0083 9.8796 11.5305  N60 1.010
64 H -9.8878 8.1286 11.8219  N60 1.010
65 C -5.6401 9.4025 12.2379  O66 1.245, N67 1.317, N68 1.327
66 O -6.3901 8.6284 11.6147  C65 1.245
67 N -5.5029 10.6620 11.8782  C65 1.317, H69 1.010, H70 1.010
68 N -4.8938 9.1722 13.3111  C65 1.327, H71 1.010, H72 1.010
69 H -4.9705 11.3252 12.4229  N67 1.010
70 H -6.0077 10.9935 11.0687  N67 1.010
71 H -4.7638 8.1838 13.4731  N68 1.010
72 H -4.1179 9.7992 13.4688  N68 1.010
73 C -7.6956 10.9491 9.0066  O74 1.251, N75 1.335, N76 1.322
74 O -7.2161 11.9729 9.5423  C73 1.251
75 N -7.8203 9.6817 9.4086  C73 1.335, H77 1.010, H78 1.010
76 N -8.0808 10.9560 7.7418  C73 1.322, H79 1.010, H80 1.010
77 H -8.0998 9.0395 8.6809  N75 1.010
78 H -7.3976 9.3775 10.2739  N75 1.010
79 H -8.4627 10.0383 7.5623  N76 1.010
80 H -7.9439 11.7018 7.0747  N76 1.010
81 C -4.5742 4.0280 11.8054  O82 1.252, N83 1.293, N84 1.263
82 O -3.9971 4.4828 12.8190  C81 1.252
83 N -5.8263 3.7046 11.8087  C81 1.293, H85 1.010, H86 1.010
84 N -4.1013 3.8969 10.6420  C81 1.263, H87 1.010, H88 1.010
85 H -6.2795 3.2822 11.0110  N83 1.010
86 H -6.1892 3.7730 12.7488  N83 1.010
87 H -3.1318 3.9692 10.3683  N84 1.010
88 H -4.6971 3.5454 9.9062  N84 1.010
89 C -6.5778 2.8421 8.3514  O90 1.191, N91 1.300, N92 1.292
90 O -6.0688 3.8859 8.6172  C89 1.191
91 N -6.1536 1.8499 7.6266  C89 1.300, H93 1.010, H94 1.010
92 N -7.6812 2.4878 8.9216  C89 1.292, H95 1.010, H96 1.010
93 H -6.7357 1.0391 7.4721  N91 1.010
94 H -5.3156 1.9078 7.0658  N91 1.010
95 H -8.0231 3.2110 9.5382  N92 1.010
96 H -8.1356 1.6171 8.6859  N92 1.010
97 C -9.8717 0.2309 11.2117  O98 1.208, N99 1.280, N100 1.244
98 O -9.0948 -0.5644 11.6842  C97 1.208
99 N -10.3448 1.2389 11.8425  C97 1.280, H101 1.010, H102 1.010
100 N -10.1399 0.2960 9.9983  C97 1.244, H103 1.010, H104 1.010
101 H -10.3208 1.1739 12.8502  N99 1.010
102 H -10.9206 1.9284 11.3809  N99 1.010
103 H -10.6380 1.1031 9.6511  N100 1.010
104 H -9.8242 -0.4846 9.4406  N100 1.010

Largest force on an atom = 8.30 eV Å⁻¹
Molecular weight = 780.73 g/mol


So what do the calculations give for E_HOMO? Going down the list: -0.2992 -0.2939 -0.2922 -0.3657 -0.3232 -0.3177 Eh.
So what do the calculations give for HOMO-LUMO gap? Going down the list: 9.05 8.45 8.80 9.86 9.68 8.21 eV.
So what do the calculations give for energy relative to the best compared isomer or geometry (same formula, charge and spin)? Going down the list: 81.3 22.7 33.3 1.7 133.5 206.7 kcal per mole.